Entry 1:
10 unconnected molecules or ions with the total composition C51H135F3N21O16P7 at a distorted geometry. Source: the OMol25 dataset; level of theory: ωB97M-V/def2-TZVPD.

Element x y z (Å)
C1 -9.278 -19.288 -18.420
N1 -10.001 -18.252 -17.744
C2 -9.214 -17.274 -16.998
P1 -11.551 -18.708 -17.240
O1 -12.246 -19.556 -18.215
N2 -11.326 -19.459 -15.639
C3 -10.538 -18.805 -14.532
C4 -11.860 -20.798 -15.464
N3 -12.476 -17.356 -16.841
C5 -13.788 -17.629 -16.245
C6 -12.517 -16.283 -17.801
H1 -9.814 -19.826 -19.202
H2 -9.055 -20.054 -17.678
H3 -8.382 -18.833 -18.841
H4 -8.437 -17.770 -16.417
H5 -9.755 -16.594 -16.341
H6 -8.636 -16.658 -17.687
H7 -10.879 -19.113 -13.544
H8 -9.567 -19.299 -14.582
H9 -10.448 -17.723 -14.634
H10 -11.037 -21.504 -15.571
H11 -12.317 -20.804 -14.475
H12 -12.698 -21.076 -16.104
H13 -13.729 -18.250 -15.352
H14 -14.431 -16.795 -15.964
H15 -14.496 -18.172 -16.871
H16 -12.861 -16.493 -18.813
H17 -11.519 -15.909 -18.029
H18 -13.152 -15.481 -17.424
C7 -6.718 -22.559 -4.998
N4 -8.183 -22.577 -4.919
C8 -8.739 -21.395 -4.433
P2 -8.953 -24.171 -4.816
O2 -8.664 -24.991 -3.596
N5 -10.692 -23.802 -5.043
C9 -11.625 -23.666 -3.862
C10 -11.316 -23.465 -6.321
N6 -8.531 -24.916 -6.309
C11 -8.071 -24.178 -7.507
C12 -8.149 -26.334 -6.175
H19 -6.359 -22.369 -3.986
H20 -6.343 -21.769 -5.649
H21 -6.262 -23.501 -5.303
H22 -8.608 -21.352 -3.351
H23 -9.748 -21.434 -4.841
H24 -8.250 -20.524 -4.870
H25 -11.815 -24.693 -3.552
H26 -11.109 -23.128 -3.067
H27 -12.567 -23.257 -4.228
H28 -10.776 -22.612 -6.732
H29 -11.480 -24.340 -6.949
H30 -12.253 -22.910 -6.275
H31 -8.284 -24.836 -8.350
H32 -8.594 -23.228 -7.617
H33 -7.035 -23.881 -7.343
H34 -7.148 -26.395 -5.748
H35 -7.932 -26.843 -7.114
H36 -8.886 -26.889 -5.594
C13 -13.237 -4.946 -20.226
N7 -13.068 -6.350 -20.415
C14 -12.656 -7.103 -19.173
P3 -13.174 -7.158 -21.911
O3 -13.586 -8.605 -21.973
N8 -14.225 -6.092 -22.820
C15 -14.131 -6.152 -24.287
C16 -15.612 -6.006 -22.356
N9 -11.632 -6.849 -22.554
C17 -11.047 -5.531 -22.710
C18 -10.735 -8.062 -22.678
H37 -12.314 -4.684 -19.710
H38 -14.141 -4.771 -19.642
H39 -13.287 -4.522 -21.230
H40 -13.081 -6.701 -18.254
H41 -11.580 -7.203 -19.023
H42 -12.956 -8.137 -19.344
H43 -13.204 -5.748 -24.695
H44 -14.374 -7.107 -24.751
H45 -14.717 -5.352 -24.740
H46 -16.357 -6.358 -23.069
H47 -15.805 -6.753 -21.586
H48 -15.794 -5.014 -21.943
H49 -11.740 -4.692 -22.780
H50 -10.576 -5.327 -21.748
H51 -10.396 -5.390 -23.572
H52 -10.335 -8.107 -23.691
H53 -11.330 -8.969 -22.572
H54 -9.875 -8.062 -22.008
C19 2.502 -14.178 -25.688
N10 2.228 -14.715 -24.352
C20 3.120 -15.885 -23.975
P4 0.795 -14.368 -23.473
O4 0.809 -15.019 -22.106
N11 0.746 -12.624 -23.492
C21 -0.554 -12.036 -23.164
C22 1.910 -11.762 -23.264
N12 -0.459 -14.859 -24.532
C23 -0.581 -14.370 -25.893
C24 -1.061 -16.207 -24.349
H55 1.860 -13.410 -26.117
H56 2.473 -15.071 -26.313
H57 3.485 -13.713 -25.610
H58 4.113 -15.749 -24.404
H59 2.764 -16.836 -24.370
H60 3.244 -15.967 -22.895
H61 -0.647 -11.949 -22.081
H62 -0.614 -11.047 -23.618
H63 -1.413 -12.620 -23.494
H64 2.047 -11.763 -22.182
H65 2.772 -12.160 -23.798
H66 1.671 -10.751 -23.592
H67 -0.483 -13.284 -25.892
H68 0.266 -14.794 -26.432
H69 -1.487 -14.701 -26.400
H70 -2.071 -16.232 -24.758
H71 -1.149 -16.390 -23.278
H72 -0.430 -17.011 -24.727
C25 -5.043 -12.895 -11.410
N13 -3.747 -12.545 -10.784
C26 -3.976 -11.653 -9.616
P5 -2.191 -12.823 -11.303
O5 -1.217 -12.883 -10.219
N14 -2.286 -14.322 -12.219
C27 -1.363 -14.684 -13.277
C28 -2.590 -15.580 -11.523
N15 -2.033 -11.580 -12.514
C29 -1.638 -10.290 -12.032
C30 -2.938 -11.530 -13.617
H73 -4.942 -13.553 -12.273
H74 -5.585 -12.012 -11.748
H75 -5.644 -13.257 -10.576
H76 -4.553 -10.836 -10.050
H77 -3.071 -11.222 -9.190
H78 -4.497 -12.035 -8.739
H79 -1.652 -15.550 -13.873
H80 -1.061 -13.880 -13.950
H81 -0.420 -14.975 -12.815
H82 -3.146 -16.116 -12.293
H83 -1.661 -16.113 -11.320
H84 -3.254 -15.443 -10.669
H85 -1.092 -10.240 -11.090
H86 -1.182 -9.651 -12.788
H87 -2.561 -9.778 -11.756
H88 -2.441 -10.949 -14.394
H89 -3.861 -11.012 -13.355
H90 -3.153 -12.550 -13.936
C31 -3.235 -26.100 -30.167
N16 -4.127 -25.502 -29.185
C32 -5.191 -26.362 -28.684
P6 -4.212 -23.776 -29.090
O6 -5.066 -23.219 -30.223
N17 -4.795 -23.272 -27.608
C33 -4.184 -23.888 -26.410
C34 -6.169 -22.846 -27.481
N18 -2.626 -23.291 -29.234
C35 -1.605 -23.601 -28.286
C36 -2.260 -22.121 -30.130
H91 -2.334 -25.487 -30.190
H92 -3.530 -26.117 -31.217
H93 -2.841 -27.056 -29.823
H94 -5.946 -25.866 -28.075
H95 -4.746 -27.131 -28.052
H96 -5.806 -26.807 -29.466
H97 -4.738 -23.673 -25.496
H98 -4.024 -24.945 -26.623
H99 -3.194 -23.456 -26.265
H100 -6.881 -23.613 -27.786
H101 -6.491 -22.554 -26.482
H102 -6.218 -21.953 -28.104
H103 -0.618 -23.688 -28.739
H104 -1.536 -22.961 -27.407
H105 -1.767 -24.630 -27.964
H106 -2.751 -22.330 -31.081
H107 -1.197 -22.077 -30.368
H108 -2.713 -21.201 -29.761
C37 -13.525 -29.837 -22.595
N19 -13.566 -31.096 -21.769
C38 -14.420 -32.210 -22.261
P7 -13.280 -31.070 -20.040
O7 -13.423 -32.400 -19.366
N20 -11.669 -30.437 -19.977
C39 -10.739 -31.073 -20.860
C40 -11.233 -30.078 -18.644
N21 -14.357 -29.838 -19.454
C41 -14.206 -28.367 -19.781
C42 -15.707 -30.235 -18.964
H109 -14.466 -29.292 -22.523
H110 -13.459 -30.224 -23.612
H111 -12.621 -29.268 -22.378
H112 -14.106 -33.226 -22.020
H113 -14.455 -32.216 -23.350
H114 -15.424 -32.073 -21.859
H115 -9.753 -30.613 -20.784
H116 -10.495 -32.066 -20.482
H117 -11.165 -31.032 -21.863
H118 -11.998 -29.632 -18.008
H119 -10.811 -30.929 -18.110
H120 -10.349 -29.439 -18.633
H121 -14.269 -27.781 -18.864
H122 -13.258 -28.166 -20.280
H123 -15.098 -28.089 -20.342
H124 -16.273 -30.810 -19.697
H125 -16.217 -29.287 -18.792
H126 -15.638 -30.778 -18.021
O8 -13.789 -13.691 -29.817
C43 -13.052 -14.091 -28.962
O9 -13.304 -15.216 -28.283
C44 -12.258 -15.430 -27.348
C45 -11.169 -14.428 -27.708
F1 -10.166 -14.932 -28.445
O10 -11.893 -13.496 -28.487
H127 -12.571 -15.274 -26.316
H128 -11.896 -16.457 -27.363
H129 -10.817 -14.043 -26.751
O11 -13.526 -15.176 -8.591
C46 -13.457 -14.104 -9.171
O12 -12.730 -13.072 -8.718
C47 -12.909 -11.952 -9.592
C48 -13.409 -12.605 -10.873
F2 -12.363 -12.902 -11.606
O13 -14.011 -13.756 -10.358
H130 -13.691 -11.322 -9.170
H131 -12.037 -11.299 -9.558
H132 -14.160 -12.160 -11.525
O14 -4.252 -24.309 -15.770
C49 -3.090 -24.181 -16.065
O15 -2.405 -25.083 -16.671
C50 -1.081 -24.667 -16.899
C51 -0.989 -23.291 -16.263
F3 -0.716 -22.483 -17.321
O16 -2.295 -23.049 -15.839
H133 -0.359 -25.275 -16.355
H134 -0.785 -24.715 -17.947
H135 -0.165 -23.140 -15.566

For the energy relative to the best compared isomer or geometry (same formula, charge and spin), the calculation gives 7.337 eV. As for the orbital gap: 8.4 eV. Its charge is 0. For the HOMO energy, the calculation gives -8.20 eV. Its structure (SMILES) is CN(C)P(=O)(N(C)C)N(C)C.CN(C)P(=O)(N(C)C)N(C)C.CN(C)P(=O)(N(C)C)N(C)C.CN(C)P(=O)(N(C)C)N(C)C.CN(C)P(=O)(N(C)C)N(C)C.CN(C)P(=O)(N(C)C)N(C)C.CN(C)P(=O)(N(C)C)N(C)C.O=C1OC[C@@H](F)O1.O=C1OC[C@@H](F)O1.O=C1OC[C@@H](F)O1. The value obtained for the energy is -7067.09625 Ha. The maximum force is 4.64 eV Å⁻¹.

Atom charges from the Mulliken analysis, given in e for atoms 1 to 8: number 1, C, carries -1.0156; number 2, N, carries 0.2057; number 3, C, carries -1.1687; number 4, P, carries 0.3860; number 5, O, carries -0.8894; number 6, N, carries 0.3745; number 7, C, carries -0.9359; number 8, C, carries -1.0693

Entry 2:
12 unconnected molecules or ions with the total composition C51H135N21O21P6 at a distorted geometry. Source: the OMol25 dataset; level of theory: ωB97M-V/def2-TZVPD.

Element x y z (Å)
C1 -1.880 8.776 -5.066
N1 -1.085 8.117 -4.126
C2 -0.960 6.656 -4.524
P1 -1.074 8.708 -2.477
O1 -2.407 8.624 -1.781
N2 0.311 7.881 -1.856
C3 1.578 7.897 -2.589
C4 0.472 7.649 -0.452
N3 -0.545 10.374 -2.487
C5 -0.695 11.128 -1.251
C6 0.388 10.888 -3.489
H1 -2.891 8.457 -4.813
H2 -1.490 8.534 -6.055
H3 -1.918 9.857 -4.929
H4 -0.452 6.648 -5.489
H5 -1.888 6.087 -4.564
H6 -0.259 6.197 -3.827
H7 2.286 8.444 -1.966
H8 2.006 6.894 -2.599
H9 1.501 8.307 -3.595
H10 -0.325 7.036 -0.031
H11 1.412 7.128 -0.269
H12 0.469 8.608 0.066
H13 -1.674 10.940 -0.810
H14 -0.034 10.916 -0.411
H15 -0.582 12.196 -1.440
H16 1.398 10.572 -3.228
H17 0.370 11.965 -3.323
H18 0.141 10.628 -4.519
C7 -5.656 3.049 -3.668
N4 -6.505 2.170 -2.864
C8 -6.529 2.559 -1.428
P2 -7.783 1.200 -3.434
O2 -8.362 0.174 -2.477
N5 -8.910 2.400 -3.980
C9 -9.935 3.069 -3.099
C10 -8.656 3.172 -5.245
N6 -7.046 0.495 -4.813
C11 -7.858 -0.164 -5.750
C12 -5.719 -0.135 -4.703
H19 -4.718 3.162 -3.124
H20 -6.034 4.069 -3.730
H21 -5.478 2.709 -4.689
H22 -6.596 3.640 -1.307
H23 -5.612 2.457 -0.848
H24 -7.337 2.039 -0.913
H25 -10.643 2.358 -2.674
H26 -9.438 3.524 -2.242
H27 -10.567 3.795 -3.610
H28 -7.697 2.868 -5.663
H29 -9.320 2.978 -6.088
H30 -8.568 4.256 -5.183
H31 -8.168 -1.095 -5.275
H32 -8.706 0.403 -6.133
H33 -7.249 -0.621 -6.530
H34 -5.822 -1.148 -4.313
H35 -5.068 0.480 -4.083
H36 -5.335 -0.145 -5.723
C13 10.681 -4.447 -3.486
N7 9.484 -4.122 -4.268
C14 8.432 -5.130 -4.246
P3 9.299 -2.506 -4.819
O3 10.624 -1.787 -4.814
N8 8.429 -2.554 -6.259
C15 7.015 -2.850 -6.284
C16 9.098 -2.229 -7.544
N9 8.183 -1.770 -3.783
C17 7.811 -0.312 -3.888
C18 7.967 -2.284 -2.401
H37 10.557 -5.326 -2.854
H38 10.807 -3.645 -2.758
H39 11.527 -4.568 -4.163
H40 7.506 -4.791 -4.711
H41 8.135 -5.350 -3.220
H42 8.751 -6.048 -4.739
H43 6.582 -1.997 -6.806
H44 6.880 -3.744 -6.894
H45 6.634 -2.968 -5.270
H46 9.970 -1.582 -7.458
H47 9.492 -3.180 -7.902
H48 8.456 -1.821 -8.325
H49 8.327 0.299 -3.147
H50 8.192 0.044 -4.845
H51 6.761 -0.028 -3.806
H52 8.893 -2.117 -1.851
H53 7.773 -3.352 -2.498
H54 7.120 -1.804 -1.911
C19 2.089 -2.568 -2.287
N10 0.851 -1.824 -2.219
C20 -0.062 -1.997 -3.333
P4 0.620 -0.614 -1.015
O4 1.900 -0.434 -0.204
N11 0.140 0.785 -1.825
C21 0.939 1.208 -2.977
C22 -0.522 1.893 -1.122
N12 -0.715 -1.187 -0.163
C23 -0.852 -1.107 1.348
C24 -2.043 -1.562 -0.837
H55 2.380 -2.767 -1.255
H56 2.896 -2.008 -2.759
H57 1.925 -3.514 -2.802
H58 -1.022 -1.523 -3.129
H59 -0.219 -3.053 -3.551
H60 0.338 -1.448 -4.186
H61 1.230 2.259 -2.987
H62 1.896 0.696 -3.069
H63 0.428 1.126 -3.936
H64 -1.400 1.559 -0.570
H65 0.227 2.268 -0.425
H66 -0.656 2.693 -1.849
H67 -0.631 -0.125 1.766
H68 -1.837 -1.433 1.680
H69 -0.166 -1.824 1.800
H70 -2.892 -1.227 -0.241
H71 -2.102 -2.624 -1.073
H72 -2.081 -0.909 -1.709
C25 -5.031 6.015 4.961
N13 -3.894 5.503 4.261
C26 -3.726 6.001 2.865
P5 -2.762 4.386 4.935
O5 -1.951 3.713 3.896
N14 -1.934 5.336 6.088
C27 -2.484 5.770 7.324
C28 -0.469 5.571 6.041
N15 -3.654 3.235 5.829
C29 -4.609 2.482 5.099
C30 -2.864 2.298 6.720
H73 -5.739 5.196 5.082
H74 -5.507 6.911 4.563
H75 -4.762 6.280 5.983
H76 -3.471 7.058 2.784
H77 -4.681 5.836 2.368
H78 -2.978 5.388 2.363
H79 -1.870 5.394 8.143
H80 -2.487 6.858 7.379
H81 -3.505 5.403 7.429
H82 0.145 5.204 6.863
H83 -0.028 5.110 5.157
H84 -0.329 6.652 6.071
H85 -4.170 1.616 4.603
H86 -5.339 2.140 5.832
H87 -5.090 3.057 4.308
H88 -2.526 2.915 7.552
H89 -2.071 1.872 6.105
H90 -3.496 1.521 7.151
C31 -1.441 -6.626 11.487
N16 -0.707 -5.495 10.965
C32 -1.334 -4.211 11.271
P6 0.497 -5.735 9.810
O6 0.978 -7.106 9.670
N17 -0.186 -5.127 8.382
C33 -0.831 -6.082 7.412
C34 -0.677 -3.718 8.243
N18 1.787 -4.668 10.286
C35 2.885 -4.345 9.393
C36 2.275 -4.826 11.711
H91 -2.313 -6.766 10.849
H92 -1.782 -6.462 12.509
H93 -0.767 -7.481 11.534
H94 -2.265 -3.960 10.762
H95 -0.567 -3.440 11.198
H96 -1.416 -4.114 12.354
H97 -0.047 -6.358 6.706
H98 -1.224 -6.898 8.018
H99 -1.612 -5.555 6.864
H100 -0.858 -3.484 7.193
H101 -1.604 -3.636 8.810
H102 0.038 -3.054 8.729
H103 3.441 -5.178 8.964
H104 2.449 -3.951 8.475
H105 3.602 -3.599 9.735
H106 3.258 -4.370 11.831
H107 2.380 -5.846 12.080
H108 1.592 -4.285 12.366
C37 -6.019 -5.709 -1.162
C38 -6.283 -6.391 -2.535
C39 -6.763 -5.448 -3.683
O7 -5.829 -5.728 -4.757
C40 -4.767 -6.192 -4.230
O8 -3.689 -6.165 -4.827
O9 -4.999 -6.718 -3.002
H109 -5.490 -6.344 -0.452
H110 -7.023 -5.631 -0.745
H111 -5.641 -4.686 -1.157
H112 -6.973 -7.232 -2.472
H113 -6.928 -4.415 -3.378
H114 -7.751 -5.658 -4.094
C41 5.499 3.203 0.473
C42 4.625 3.696 1.647
C43 5.012 2.963 2.906
O10 5.101 4.043 3.845
C44 5.038 5.247 3.219
O11 5.072 6.374 3.725
O12 4.986 4.987 1.927
H115 5.046 3.458 -0.485
H116 5.690 2.130 0.508
H117 6.484 3.669 0.460
H118 3.565 3.604 1.409
H119 5.953 2.425 2.794
H120 4.161 2.360 3.221
C45 2.947 -5.069 3.245
C46 4.201 -4.097 3.093
C47 3.976 -2.741 3.707
O13 4.885 -2.725 4.801
C48 5.613 -3.800 4.849
O14 6.443 -4.053 5.722
O15 5.240 -4.637 3.948
H121 2.805 -5.113 4.325
H122 3.200 -6.037 2.813
H123 2.047 -4.636 2.807
H124 4.433 -3.942 2.039
H125 3.002 -2.522 4.146
H126 4.167 -1.979 2.951
C49 3.097 -0.764 -10.407
N19 2.119 -1.258 -9.363
O16 0.983 -0.928 -9.399
O17 2.513 -2.063 -8.543
H127 3.725 -1.616 -10.667
H128 3.655 0.084 -10.011
H129 2.479 -0.451 -11.248
C50 1.004 -7.189 -5.632
N20 1.504 -8.583 -5.446
O18 2.487 -8.855 -6.017
O19 0.891 -9.325 -4.679
H130 1.786 -6.459 -5.839
H131 0.503 -6.956 -4.693
H132 0.250 -7.299 -6.411
C51 -1.681 -8.416 0.137
N21 -0.783 -7.379 -0.439
O20 -1.312 -6.402 -0.968
O21 0.380 -7.659 -0.570
H133 -1.796 -8.378 1.221
H134 -1.389 -9.381 -0.276
H135 -2.623 -8.159 -0.347

As for the orbital gap: 8.2 eV. Its charge is 0. For the HOMO energy, the calculation gives -8.26 eV. Its structure (SMILES) is CN(C)P(=O)(N(C)C)N(C)C.CN(C)P(=O)(N(C)C)N(C)C.CN(C)P(=O)(N(C)C)N(C)C.CN(C)P(=O)(N(C)C)N(C)C.CN(C)P(=O)(N(C)C)N(C)C.CN(C)P(=O)(N(C)C)N(C)C.C[C@H]1COC(=O)O1.C[C@H]1COC(=O)O1.C[C@H]1COC(=O)O1.C[N+](=O)[O-].C[N+](=O)[O-].C[N+](=O)[O-]. The value obtained for the energy is -6802.02371 Ha. The maximum force is 5.30 eV Å⁻¹.

Atom charges from the Mulliken analysis, given in e for atoms 1 to 8: number 1, C, carries -1.2725; number 2, N, carries 0.2798; number 3, C, carries -0.9603; number 4, P, carries 0.4971; number 5, O, carries -0.8434; number 6, N, carries 0.2996; number 7, C, carries -1.2270; number 8, C, carries -1.0828